Here is a molecular structure, C34H41FIrN8O3 from the Open Molecules 2025 dataset. Energies are from the ωB97M-V functional and the def2-TZVPD basis.

Geometry as XYZ:
```
88
C34H41FIrN8O3 the ωB97M-V functional and the def2-TZVPD basis
Ir -0.16982 0.53100 0.02902
C -1.61445 -2.93574 2.61621
C -1.25384 -2.10769 1.54944
N -0.74159 -0.90590 1.74232
C -0.49192 -0.46549 2.98683
C -0.81953 -1.23186 4.12047
C -1.41326 -2.49025 3.90180
C -0.51127 -0.71763 5.41745
C 0.14029 0.46097 5.56046
C 0.50291 1.24280 4.41992
C 1.23113 2.44383 4.50505
C 1.58154 3.10796 3.35245
C 1.15775 2.59933 2.12326
N 0.46273 1.48091 2.02441
C 0.15504 0.78522 3.13720
H -2.03572 -3.90993 2.41443
H -1.37726 -2.43941 0.52573
H -1.69886 -3.09734 4.75155
H -0.78485 -1.30490 6.28389
H 0.41823 0.82359 6.54061
H 1.51858 2.83044 5.47405
H 2.16426 4.01637 3.38394
H 1.38837 3.10834 1.19880
N -2.48141 0.92571 0.41010
C -3.32200 1.64147 -0.56766
C -3.49204 0.85635 -1.85160
C -2.21480 0.75795 -2.65737
N -1.22464 -0.09749 -1.98265
H -2.85752 -0.01221 0.53549
H -2.51822 1.40710 1.30636
H -2.87775 2.61751 -0.76024
H -4.31435 1.81657 -0.14190
H -4.25320 1.34430 -2.45912
H -3.86799 -0.14847 -1.62936
H -1.76945 1.74198 -2.81119
H -2.45705 0.35269 -3.64371
H -0.44625 -0.30013 -2.60587
H -1.65343 -0.99083 -1.74723
C 7.13044 -2.28285 -2.76565
C 5.92434 -1.77372 -3.54642
N 4.99009 -1.00197 -2.70630
C 3.96179 -1.64671 -2.15915
C 2.95155 -1.04397 -1.45473
C 1.80591 -1.94452 -0.99789
O 1.95741 -3.13444 -1.13727
O 0.75600 -1.34839 -0.54878
C 2.93357 0.35253 -1.24964
O 2.03140 1.02930 -0.65364
C 4.09252 1.03878 -1.81571
C 4.20521 2.42996 -1.69159
C 5.26495 3.11216 -2.20921
F 5.26134 4.44964 -2.04959
C 6.35337 2.46064 -2.85800
C 6.21504 1.07734 -2.98817
C 5.11486 0.35915 -2.50718
N 7.45648 3.13768 -3.32985
C 8.72557 2.49285 -3.62035
C 9.21617 2.83212 -5.03010
N 9.10739 4.31151 -5.30626
C 8.82407 5.07846 -4.05713
C 7.51990 4.60263 -3.42435
H 7.79703 -2.80717 -3.44819
H 6.82143 -2.98535 -1.99307
H 7.68151 -1.47054 -2.29203
H 5.37560 -2.61935 -3.95657
H 6.23170 -1.15138 -4.38576
H 3.91717 -2.71828 -2.31015
H 3.43355 2.98097 -1.17520
H 6.99145 0.51620 -3.48092
H 8.64434 1.41374 -3.55025
H 9.46217 2.79909 -2.87179
H 8.63430 2.29138 -5.77370
H 10.25490 2.51723 -5.11813
H 8.36599 4.48917 -5.98747
H 9.97054 4.65461 -5.73583
H 8.73337 6.13821 -4.29133
H 9.67433 4.95800 -3.38864
H 6.67166 4.96228 -4.01298
H 7.45833 5.08204 -2.44524
C 1.28562 5.19006 -2.30141
C -0.03168 5.05054 -1.51737
C -0.19139 3.71480 -1.00627
N -0.30511 2.64227 -0.61600
H 1.36607 6.20823 -2.67276
H 1.30407 4.51349 -3.15369
H 2.14398 4.99446 -1.66145
H -0.88687 5.27476 -2.16172
H -0.06248 5.75851 -0.68471
```

Max |F|: 3.5 eV Å⁻¹
Energy relative to the best compared isomer or geometry (same formula, charge and spin): 261.6 kJ/mol
Gap between HOMO and LUMO (spin up / spin down): 5.03 / 4.97 eV
Total charge: +4
Calculated total energy: -2186.8522 a.u.
Spin multiplicity: 2